{"formula": "C4H8S", "method": "the ωB97M-V functional and the def2-TZVPD basis", "elements": ["C", "C", "C", "C", "H", "H", "H", "H", "H", "H", "H", "H", "S"], "xyz": [[-0.7993, -0.6841, 0.2594], [0.7457, -0.7486, 0.4352], [1.4594, 0.0676, -0.6089], [2.0967, -0.5374, -1.6062], [-1.5514, 1.6193, -0.4090], [-0.9211, -0.8489, -0.8335], [-1.2311, -1.4686, 0.9285], [1.0743, -1.8264, 0.4259], [0.9890, -0.4060, 1.4542], [1.3599, 1.1729, -0.5983], [2.5804, -0.0036, -2.3912], [2.2653, -1.6094, -1.6697], [-1.5988, 0.9241, 0.7635]], "nbo_charge": [-0.497, -0.454, -0.185, -0.394, 0.131, 0.226, 0.227, 0.212, 0.214, 0.211, 0.194, 0.189, -0.074], "smiles": "C=CCCS", "homo_ev": -9.097, "e_lumo_ev": 0.97}



{"formula": "C84H133F6N6O38S2", "method": "the ωB97M-V functional and the def2-TZVPD basis", "elements": ["C", "F", "F", "F", "S", "O", "O", "N", "S", "O", "O", "C", "F", "F", "F", "O", "C", "O", "C", "C", "C", "H", "H", "H", "H", "H", "H", "O", "C", "O", "C", "C", "C", "H", "H", "H", "H", "H", "H", "O", "C", "O", "C", "C", "C", "H", "H", "H", "H", "H", "H", "O", "C", "O", "C", "C", "C", "H", "H", "H", "H", "H", "H", "O", "C", "O", "C", "C", "C", "H", "H", "H", "H", "H", "H", "O", "C", "O", "C", "C", "C", "H", "H", "H", "H", "H", "H", "O", "C", "O", "C", "C", "C", "H", "H", "H", "H", "H", "H", "O", "C", "O", "C", "C", "C", "H", "H", "H", "H", "H", "H", "O", "C", "O", "C", "C", "C", "H", "H", "H", "H", "H", "H", "O", "C", "O", "C", "C", "C", "H", "H", "H", "H", "H", "H", "O", "C", "O", "C", "C", "C", "H", "H", "H", "H", "H", "H", "O", "C", "O", "C", "C", "C", "H", "H", "H", "H", "H", "H", "O", "C", "O", "C", "C", "C", "H", "H", "H", "H", "H", "H", "O", "C", "O", "C", "C", "C", "H", "H", "H", "H", "H", "H", "C", "O", "H", "H", "H", "H", "C", "O", "H", "H", "H", "H", "C", "O", "H", "H", "H", "H", "C", "O", "H", "H", "H", "H", "C", "O", "H", "H", "H", "H", "C", "O", "H", "H", "H", "H", "N", "C", "C", "C", "C", "H", "H", "H", "H", "H", "N", "C", "C", "C", "C", "H", "H", "H", "H", "H", "N", "C", "C", "C", "C", "H", "H", "H", "H", "H", "N", "C", "C", "C", "C", "H", "H", "H", "H", "H", "N", "C", "C", "C", "C", "H", "H", "H", "H", "H"], "xyz": [[1.9606, 1.0367, 2.1389], [2.8038, 0.0100, 1.9185], [2.0187, 1.2431, 3.4574], [2.3651, 2.1244, 1.4846], [0.1557, 0.6626, 1.4977], [-0.1887, -0.5424, 2.2318], [-0.6161, 1.8780, 1.7637], [0.2878, 0.3413, -0.1921], [-1.2334, 0.4592, -0.5732], [-2.1556, -0.3948, 0.2502], [-1.7370, 1.8050, -0.8771], [-1.2910, -0.5228, -2.2509], [-1.2026, -1.8131, -1.9367], [-2.4541, -0.2370, -2.8450], [-0.3030, 0.0169, -3.0261], [-4.9363, 0.9235, -0.9022], [-5.1825, 1.3158, -2.0532], [-6.2437, 0.9196, -2.7836], [-6.0982, 1.2357, -4.1671], [-4.7297, 1.8520, -4.2449], [-4.4170, 2.3699, -2.8602], [-6.8461, 1.9220, -4.5645], [-6.0987, 0.3457, -4.7964], [-4.6634, 2.6651, -4.9678], [-3.9725, 1.0995, -4.4648], [-4.8134, 3.3813, -2.7707], [-3.3540, 2.4558, -2.6351], [6.0961, -3.3298, -6.5400], [5.5716, -2.2186, -6.5778], [6.3054, -1.0541, -6.4661], [5.5672, 0.2012, -6.5643], [4.1502, -0.2862, -6.6633], [4.0801, -1.8274, -6.8461], [5.8642, 0.7494, -7.4583], [5.6891, 0.8545, -5.7003], [3.5782, 0.1457, -7.4844], [3.6019, -0.0019, -5.7651], [3.8345, -2.1438, -7.8598], [3.3999, -2.2761, -6.1221], [7.0164, -4.8590, 1.1348], [6.6044, -3.9891, 0.3798], [7.2675, -2.8322, 0.1248], [6.5208, -1.9029, -0.5684], [5.1959, -2.5895, -0.8783], [5.2384, -4.0042, -0.3222], [7.0658, -1.6943, -1.4890], [6.4130, -1.0497, 0.1013], [5.1292, -2.6181, -1.9659], [4.4094, -1.9378, -0.4978], [5.2975, -4.8381, -1.0216], [4.4917, -4.1788, 0.4524], [-0.0574, -5.2937, 4.9235], [0.8712, -4.5922, 4.4719], [0.8575, -3.2570, 4.7646], [2.0025, -2.5943, 4.2310], [2.9400, -3.7024, 3.7922], [2.0578, -4.9516, 3.6163], [2.4849, -2.0370, 5.0340], [1.7523, -1.9093, 3.4209], [3.6711, -3.8959, 4.5772], [3.5841, -3.5201, 2.9320], [2.5094, -5.8435, 4.0507], [1.8106, -5.1827, 2.5802], [-5.6874, -2.7298, 4.9956], [-6.6488, -2.0026, 4.5690], [-7.4167, -1.2651, 5.3497], [-8.4924, -0.5457, 4.6428], [-8.0582, -0.7504, 3.1760], [-7.0739, -1.8455, 3.1280], [-8.4538, 0.5176, 4.8795], [-9.4820, -0.9134, 4.9142], [-7.7857, 0.2033, 2.7239], [-8.9387, -0.9851, 2.5779], [-6.1814, -1.6747, 2.5260], [-7.5846, -2.7344, 2.7578], [-0.8086, -4.8186, -6.9135], [-1.2033, -4.9821, -5.7823], [-1.5307, -3.9205, -4.9734], [-1.8140, -4.3576, -3.6765], [-2.0595, -5.8387, -3.8932], [-1.3677, -6.2888, -5.0952], [-2.7968, -4.0690, -3.3037], [-0.9937, -4.0210, -3.0425], [-3.0956, -6.1585, -4.0040], [-1.6140, -6.3286, -3.0274], [-1.8202, -7.0630, -5.7149], [-0.4081, -6.7072, -4.7916], [3.5707, 0.5184, 8.5518], [2.4585, 0.5722, 7.9404], [2.2510, -0.1323, 6.8481], [0.9423, -0.1389, 6.4106], [0.2381, 0.9044, 7.3517], [1.1839, 1.1934, 8.4337], [0.4557, -1.1095, 6.5064], [0.8747, 0.2381, 5.3902], [-0.6436, 0.3843, 7.7264], [-0.0103, 1.7956, 6.7753], [0.8955, 0.6113, 9.3090], [1.3474, 2.2517, 8.6371], [7.2136, 4.0584, -3.2253], [6.0297, 4.3446, -3.3546], [5.1212, 3.5384, -3.9748], [3.7952, 4.0739, -3.7850], [3.9896, 5.5601, -3.6179], [5.2987, 5.5938, -2.8141], [3.4662, 3.6505, -2.8360], [3.1925, 3.7852, -4.6461], [3.1060, 5.8258, -3.0376], [4.0154, 6.1119, -4.5575], [5.1006, 5.3667, -1.7666], [5.9035, 6.4907, -2.9475], [-1.8549, 0.9366, 4.5160], [-2.1695, -0.2576, 4.5884], [-1.9020, -1.0581, 5.6891], [-2.3940, -2.3677, 5.5460], [-2.7505, -2.4367, 4.0128], [-3.0733, -1.0367, 3.6622], [-3.1387, -2.7528, 6.2426], [-1.5809, -3.0825, 5.6725], [-3.5071, -3.2131, 3.8997], [-1.8517, -2.8542, 3.5589], [-4.0948, -0.7047, 3.8471], [-2.8086, -0.7930, 2.6332], [-0.5306, -5.7362, 0.0737], [-1.6267, -5.1691, 0.1684], [-2.6891, -5.5518, -0.5538], [-3.8989, -4.9685, -0.0451], [-3.4589, -3.6115, 0.5841], [-2.1010, -4.0624, 1.0974], [-4.3781, -5.6295, 0.6770], [-4.5294, -4.7632, -0.9102], [-4.0847, -3.2819, 1.4135], [-3.3608, -2.8387, -0.1784], [-2.0422, -4.4914, 2.0977], [-1.4273, -3.2058, 1.0804], [1.1554, 1.5980, -5.7245], [0.3004, 0.7592, -6.0709], [0.5759, -0.5662, -6.2371], [-0.5192, -1.2282, -6.8450], [-1.7922, -0.3796, -6.4814], [-1.1697, 1.0280, -6.3931], [-0.5792, -2.2307, -6.4213], [-0.4073, -1.3007, -7.9269], [-2.1779, -0.6763, -5.5061], [-2.5887, -0.4954, -7.2165], [-1.7580, 1.6300, -5.7006], [-1.2658, 1.4936, -7.3739], [1.0847, 4.4035, 6.6562], [0.6030, 4.4795, 5.5391], [1.2882, 5.1257, 4.4484], [0.4369, 5.0208, 3.2704], [-0.9520, 5.0232, 3.8766], [-0.7631, 4.0715, 5.0663], [0.6246, 4.1283, 2.6734], [0.5600, 5.9021, 2.6409], [-1.5835, 4.5373, 3.1328], [-1.4292, 5.9868, 4.0550], [-0.6430, 3.0230, 4.7940], [-1.5041, 4.2482, 5.8459], [-3.2886, 7.8631, 0.9896], [-3.0438, 6.7192, 0.7666], [-1.7996, 6.3066, 0.3897], [-1.8675, 4.9021, 0.0496], [-3.3071, 4.6249, -0.1416], [-4.0730, 5.6430, 0.6504], [-1.4704, 4.1739, 0.7567], [-1.3795, 4.8371, -0.9229], [-3.4581, 3.6117, 0.2310], [-3.6460, 4.5890, -1.1769], [-4.2582, 5.3179, 1.6742], [-4.9454, 6.0108, 0.1102], [-5.1720, -1.5406, -6.0373], [-5.9660, -2.2947, -5.4988], [-7.2575, -2.0706, -5.4866], [-7.9676, -3.0937, -4.8156], [-6.8856, -3.8461, -4.0013], [-5.6470, -3.5975, -4.8125], [-8.3915, -3.8058, -5.5237], [-8.7574, -2.7389, -4.1535], [-7.1361, -4.9045, -3.9300], [-6.7876, -3.4790, -2.9796], [-5.5290, -4.4201, -5.5178], [-4.8015, -3.3819, -4.1591], [1.6110, -2.6915, 0.3530], [1.5839, -1.9672, -0.8351], [2.3347, -2.0521, 0.8585], [0.6740, -2.5702, 0.8966], [2.0123, -3.7047, 0.3358], [1.1249, -1.1546, -0.6102], [1.5724, -6.7880, -2.4959], [0.6435, -7.6903, -1.9745], [2.4501, -6.6363, -1.8676], [1.9211, -7.1069, -3.4781], [1.1435, -5.7966, -2.6418], [0.1493, -7.3535, -1.2236], [-7.4866, -1.5912, -0.3612], [-6.1540, -1.5123, 0.0004], [-7.7144, -1.5296, -1.4254], [-7.8710, -2.5983, -0.1999], [-8.0381, -0.8327, 0.1943], [-5.7465, -0.7800, -0.4679], [0.4600, 4.4058, -4.1792], [0.9182, 4.2895, -5.5476], [1.0619, 3.7009, -3.6056], [0.6049, 5.4269, -3.8262], [-0.6117, 4.2259, -4.0949], [1.0936, 3.3661, -5.7431], [2.7517, 0.6733, -2.5214], [2.2884, 1.5553, -1.5292], [1.9996, 0.2401, -3.1807], [3.5318, 1.0759, -3.1675], [3.2188, -0.2286, -2.1257], [1.5326, 1.1104, -1.1388], [1.7177, -2.7901, -4.1282], [2.5637, -3.0657, -3.0763], [0.6698, -2.7299, -3.8343], [2.0436, -1.8068, -4.4673], [1.8909, -3.5319, -4.9080], [2.1750, -2.7356, -2.2629], [4.8590, 1.7048, -0.1716], [5.3322, 1.9110, 1.1096], [6.7064, 2.0229, 1.1248], [7.1004, 1.8505, -0.1572], [5.9909, 1.6344, -0.9272], [3.9430, 1.5198, -0.5550], [4.6284, 2.0271, 1.9205], [7.3315, 2.2167, 1.9839], [8.1242, 1.8956, -0.4982], [5.9013, 1.6321, -2.0035], [-4.9130, 1.8307, 1.8114], [-6.1228, 2.2839, 2.2250], [-5.9428, 3.1162, 3.3406], [-4.5808, 3.0907, 3.6779], [-3.9365, 2.3942, 2.6443], [-4.7815, 1.2659, 0.9845], [-7.0307, 2.1331, 1.6598], [-6.6617, 3.7206, 3.8739], [-4.1309, 3.6266, 4.5006], [-2.8763, 2.2545, 2.4925], [2.2863, 4.5148, -0.2484], [3.2154, 5.0124, 0.5802], [3.2501, 6.3844, 0.4370], [2.1896, 6.7328, -0.3633], [1.6442, 5.5422, -0.8279], [1.9245, 3.5730, -0.2948], [3.8489, 4.3602, 1.1631], [3.8765, 7.0016, 1.0640], [1.9269, 7.7392, -0.6540], [0.7706, 5.3387, -1.4293], [3.8989, 3.8009, 6.2127], [4.3815, 4.0453, 4.9588], [5.7341, 3.7851, 4.9842], [6.0871, 3.6998, 6.3320], [4.9418, 3.7060, 7.0730], [2.9168, 3.8033, 6.4484], [3.7298, 4.0793, 4.0983], [6.4091, 3.6997, 4.1455], [7.0933, 3.5039, 6.6720], [4.7933, 3.6974, 8.1427], [5.3141, -0.2753, 4.3823], [5.2033, -1.2150, 5.3716], [6.0636, -2.3125, 5.0921], [6.4955, -2.0910, 3.7934], [6.0566, -0.8204, 3.3095], [4.9811, 0.6780, 4.3613], [4.6024, -1.0417, 6.2521], [6.1954, -3.2030, 5.6888], [7.0824, -2.7858, 3.2109], [6.2134, -0.2887, 2.3827]], "lowdin_charge": [-0.595, 0.125, 0.153, 0.113, 0.718, -0.285, -0.303, -0.301, 0.638, -0.329, -0.295, -0.573, 0.144, 0.137, 0.111, 0.061, -0.375, 0.047, -0.135, -0.163, -0.067, 0.134, 0.101, 0.127, 0.100, 0.126, 0.106, 0.079, -0.404, -0.001, -0.127, -0.169, -0.038, 0.121, 0.120, 0.110, 0.090, 0.121, 0.085, 0.078, -0.444, 0.024, -0.177, -0.141, -0.047, 0.132, 0.106, 0.109, 0.097, 0.130, 0.105, 0.058, -0.415, 0.010, -0.146, -0.135, -0.053, 0.105, 0.099, 0.107, 0.107, 0.128, 0.118, 0.039, -0.422, 0.041, -0.078, -0.179, -0.092, 0.120, 0.120, 0.086, 0.107, 0.113, 0.135, 0.112, -0.444, 0.002, -0.170, -0.177, -0.081, 0.106, 0.113, 0.125, 0.108, 0.141, 0.130, 0.039, -0.434, 0.027, -0.154, -0.138, -0.086, 0.118, 0.109, 0.115, 0.095, 0.137, 0.129, 0.080, -0.449, -0.009, -0.169, -0.142, -0.045, 0.107, 0.116, 0.087, 0.123, 0.117, 0.124, 0.068, -0.380, 0.007, -0.140, -0.154, -0.082, 0.123, 0.098, 0.102, 0.093, 0.127, 0.100, 0.080, -0.422, 0.012, -0.123, -0.117, -0.084, 0.131, 0.114, 0.109, 0.103, 0.129, 0.106, 0.060, -0.376, 0.011, -0.129, -0.124, -0.060, 0.096, 0.131, 0.091, 0.114, 0.113, 0.131, 0.081, -0.382, -0.011, -0.151, -0.142, -0.068, 0.105, 0.129, 0.091, 0.130, 0.108, 0.135, 0.120, -0.497, 0.034, -0.161, -0.183, -0.056, 0.104, 0.113, 0.092, 0.105, 0.124, 0.134, 0.095, -0.495, 0.054, -0.134, -0.152, -0.070, 0.126, 0.127, 0.117, 0.105, 0.142, 0.117, -0.125, -0.157, 0.065, 0.068, 0.093, 0.003, -0.179, -0.120, 0.076, 0.081, 0.060, 0.041, -0.183, -0.114, 0.064, 0.080, 0.076, 0.031, -0.141, -0.149, 0.064, 0.070, 0.067, 0.000, -0.144, -0.147, 0.062, 0.081, 0.074, -0.007, -0.175, -0.117, 0.064, 0.056, 0.092, 0.015, 0.076, -0.171, -0.124, -0.125, -0.147, 0.087, 0.082, 0.104, 0.109, 0.107, 0.051, -0.164, -0.122, -0.105, -0.114, 0.096, 0.099, 0.085, 0.092, 0.082, 0.041, -0.151, -0.115, -0.103, -0.158, 0.117, 0.097, 0.101, 0.099, 0.091, 0.033, -0.141, -0.126, -0.130, -0.137, 0.093, 0.089, 0.083, 0.091, 0.112, 0.031, -0.134, -0.110, -0.127, -0.082, 0.128, 0.092, 0.091, 0.081, 0.065], "total_charge": -1, "homo_ev": -5.903, "e_lumo_ev": 1.00}



{"formula": "C3H13O5", "method": "the ωB97M-V functional and the def2-TZVPD basis", "elements": ["C", "C", "O", "C", "O", "H", "H", "H", "H", "H", "H", "H", "H", "H", "O", "H", "H", "O", "H", "H", "O"], "xyz": [[0.7559, 1.7813, 0.7100], [1.7124, 1.2096, -0.2915], [2.9600, 0.9531, 0.3346], [-0.7478, 1.7696, 0.3058], [-1.3565, 1.0803, 1.4151], [1.0623, 2.8283, 0.9068], [0.8942, 1.3276, 1.7260], [1.3114, 0.3693, -0.8418], [1.8465, 1.9384, -1.1308], [3.0600, 0.0105, 0.4829], [-1.0329, 2.8225, 0.2323], [-1.1225, 1.1946, -0.5786], [-0.5700, -3.3411, -0.7869], [-0.2723, -2.4723, 0.2738], [-0.0588, -3.4404, 0.0376], [-1.5268, -1.5983, -0.9632], [-0.8331, -1.7969, -2.4425], [-1.6754, -1.8412, -1.9812], [-1.4301, 0.1172, 0.9851], [-1.5874, -1.6865, 1.2158], [-1.3891, -1.2253, 0.3908]], "nbo_charge": [-0.440, -0.063, -0.741, -0.085, -0.813, 0.175, 0.228, 0.174, 0.144, 0.471, 0.144, 0.185, 0.468, 0.493, -1.024, 0.505, 0.440, -1.046, 0.505, 0.456, -1.176], "total_charge": -1, "homo_ev": -5.279, "e_lumo_ev": 3.53}



| no. | gap between HOMO and LUMO (eV) |
| --- | --- |
| 1 | 10.07 |
| 2 | 6.91 |
| 3 | 8.81 |